Computed, not measured: a 7-piece molecular cluster, C18H55N4O9 overall, with ωB97M-V with the def2-TZVPD basis set.

Structure (XYZ):
```
86
Properties=species:S:1:pos:R:3:lowdin_charge:R:1
N -0.42 0.03 0.46 0.27
H -0.40 1.05 0.46 0.08
H -0.15 -0.40 -0.42 0.08
H -1.18 -0.56 0.87 0.08
H 0.41 -0.12 1.09 0.08
C -2.60 0.22 -2.96 -0.22
C -3.99 0.67 -3.40 -0.27
O -4.85 -0.31 -3.90 -0.03
O -2.70 -0.69 -1.84 -0.08
H -1.95 1.05 -2.69 0.11
H -2.24 -0.32 -3.84 0.11
H -3.90 1.43 -4.18 0.13
H -4.45 1.21 -2.56 0.12
H -5.21 -0.89 -3.22 0.09
H -3.51 -1.16 -2.05 0.06
C -0.13 4.56 -2.13 -0.23
C 0.32 4.14 -0.75 -0.21
O 0.24 2.72 -0.48 -0.12
O 0.83 4.27 -3.15 -0.07
H -0.38 5.62 -2.18 0.12
H -1.05 4.00 -2.34 0.12
H -0.43 4.53 -0.06 0.12
H 1.31 4.56 -0.55 0.13
H 0.28 2.30 -1.35 0.06
H 0.33 3.91 -3.88 0.08
C -2.92 -0.51 2.74 -0.22
C -2.89 -1.95 2.24 -0.18
O -1.70 -2.24 1.47 -0.13
O -2.94 0.52 1.74 -0.08
H -2.07 -0.35 3.41 0.11
H -3.88 -0.36 3.24 0.13
H -3.65 -2.05 1.46 0.12
H -2.93 -2.65 3.07 0.13
H -0.97 -2.42 2.11 0.04
H -3.78 0.41 1.28 0.09
C 2.99 2.17 1.70 -0.06
C 2.10 1.73 2.83 -0.40
C 0.93 2.69 3.15 -0.16
O 0.20 2.02 4.17 -0.21
C -1.12 2.46 4.41 -0.10
N 1.62 0.37 2.47 0.03
H 3.77 1.42 1.55 0.08
H 3.50 3.13 1.78 0.09
H 2.43 2.21 0.76 0.06
H 2.59 1.56 3.80 0.14
H 0.48 2.74 2.15 0.11
H 1.23 3.64 3.59 0.14
H -1.68 1.77 5.05 0.08
H -1.68 2.57 3.48 0.08
H -1.06 3.41 4.95 0.09
H 0.99 0.03 3.19 0.06
H 2.40 -0.28 2.51 0.08
C 2.75 1.50 -3.27 -0.04
C 1.41 0.75 -3.50 -0.43
C 1.50 -0.06 -4.77 -0.22
O 0.28 -0.70 -5.01 -0.20
C 0.34 -1.73 -5.96 -0.10
N 1.01 -0.06 -2.35 0.06
H 2.58 2.51 -2.92 0.06
H 3.35 1.47 -4.19 0.08
H 3.42 0.93 -2.62 0.08
H 0.73 1.61 -3.61 0.11
H 2.31 -0.78 -4.59 0.14
H 1.75 0.53 -5.67 0.14
H 1.08 -2.49 -5.68 0.09
H 0.65 -1.31 -6.93 0.09
H -0.55 -2.34 -6.05 0.09
H 0.36 -0.73 -2.77 0.07
H 1.82 -0.61 -2.07 0.08
C 1.68 -5.29 1.14 -0.06
C 0.95 -4.03 1.58 -0.41
C 0.96 -3.74 3.10 -0.17
O 0.19 -2.57 3.39 -0.24
C 0.37 -2.24 4.76 -0.09
N 1.61 -2.86 0.92 0.04
H 1.82 -5.35 0.06 0.08
H 1.11 -6.18 1.44 0.08
H 2.65 -5.40 1.62 0.09
H -0.08 -4.09 1.24 0.13
H 1.99 -3.56 3.43 0.13
H 0.55 -4.64 3.56 0.14
H -0.35 -1.45 5.01 0.09
H 1.35 -1.82 5.00 0.10
H 0.02 -3.00 5.46 0.10
H 1.64 -3.03 -0.08 0.07
H 2.60 -3.04 1.11 0.08
```

Its HOMO-LUMO gap is 10.24 eV. The calculation puts the energy above the lowest of the compared OMol25 structures with the same formula, charge and spin at 120.9 kJ/mol. Its strongest force on any atom is 2.2 eV/Å. Its charge is +1. The calculation puts the highest occupied orbital energy at -12.04 eV.